88
Properties=species:S:1:pos:R:3:forces:R:3:mulliken_charge:R:1 method="wB97M-V/def2-TZVPD" charge=-2 homo_lumo_gap_ev=5.90 max_force_ha_per_bohr=0.0759 relative_energy_ev=0.591 total_energy_ha=-6657.88851
Pb 0.6675 -0.8945 -2.4835 0.2 0.9 1.2 0.764
S -1.0954 -4.2534 -5.2666 -0.8 0.1 0.4 -0.311
C 0.4361 -3.9030 -5.9291 -0.3 0.6 1.4 -0.348
C 1.0531 -2.9240 -5.2116 0.2 1.0 0.3 -0.708
C 0.2511 -2.4080 -4.0865 2.0 0.4 -1.7 -0.278
C -0.9409 -2.9792 -4.0333 -1.6 -1.5 0.0 0.119
C -2.0395 -2.7257 -3.0659 0.1 0.6 -0.1 1.052
C -3.1267 -3.5632 -2.9394 0.0 -0.7 -1.0 -0.703
C -4.1541 -3.2717 -2.0712 -0.8 0.0 -0.9 -0.407
C -4.1316 -2.1181 -1.3264 1.0 0.4 0.0 -1.050
C -2.9999 -1.3092 -1.5222 -0.1 0.4 1.1 -0.043
N -2.0043 -1.5817 -2.3435 0.4 -0.8 -0.7 0.114
H 0.7464 -4.5077 -6.7381 0.5 -0.2 -0.8 0.479
H 2.0128 -2.4497 -5.5011 -0.6 -0.6 0.3 0.323
H -3.2350 -4.3826 -3.6615 0.1 0.1 0.6 0.249
H -5.0494 -3.8567 -2.2088 -0.2 -0.3 0.6 0.391
H -4.9075 -1.8343 -0.6265 0.0 0.0 -0.1 0.390
H -2.8350 -0.4012 -0.9320 -0.2 -0.2 -0.2 0.447
O 2.6907 1.7713 -8.5985 -0.3 -0.5 -0.6 -0.662
C 2.2726 1.3782 -7.5281 0.5 1.1 0.3 0.613
S 0.6706 1.6419 -6.9026 -0.3 -0.4 1.2 -0.224
C 1.0380 1.1613 -5.1801 -1.5 0.2 0.2 0.084
C 2.3016 0.7649 -4.9517 -0.8 -0.1 1.0 0.033
S 3.0337 0.2103 -3.4400 -0.2 0.0 -0.5 -0.572
S 3.3404 0.7856 -6.2943 1.6 -0.5 -0.8 -0.238
S -0.3395 1.2190 -3.9786 1.2 -0.3 -1.0 -0.413
B 1.2291 -2.2630 1.9970 -0.1 -0.5 -1.6 0.539
N -0.0491 -3.1770 1.9008 -0.6 2.0 0.8 0.680
C -0.7211 -3.5203 3.0211 1.0 -2.2 1.1 -0.679
C -1.8989 -4.1158 2.6548 -0.9 0.5 0.3 -0.694
C -1.9595 -3.8274 1.2851 -1.9 -1.2 -0.4 -0.302
N -0.8816 -3.2628 0.8356 1.5 0.3 -0.3 -0.269
N 2.2657 -3.0375 1.0887 1.0 0.7 0.3 0.484
C 2.4217 -4.3519 0.9702 -0.9 -1.1 -0.3 -0.230
C 3.2386 -4.6554 -0.0832 1.2 1.2 -0.8 -1.021
C 3.6128 -3.3722 -0.5642 -0.7 0.0 2.2 -0.358
N 3.0832 -2.4017 0.2052 -0.6 -0.8 -0.7 -0.615
H 1.1128 -1.2096 1.3612 -0.3 -0.3 0.8 -0.380
H 1.4513 -2.2619 3.1876 0.4 0.3 -0.1 -0.250
H -0.2371 -3.6588 4.0025 -0.1 0.6 -0.8 0.310
H -2.6338 -4.6130 3.2835 0.2 0.3 -0.2 0.352
H -2.7944 -4.0586 0.6216 0.4 0.1 0.0 0.274
H 1.7883 -5.0675 1.4490 -0.2 0.0 0.7 0.399
H 3.6792 -5.5857 -0.3976 -0.4 -0.2 -0.1 0.390
H 4.2715 -3.0845 -1.3216 0.9 0.2 -1.1 0.556
C 3.4653 0.4844 1.6606 -1.8 1.2 0.5 -0.728
N 3.5782 1.7931 0.9865 0.5 1.6 1.9 0.346
C 3.4305 1.9878 -0.3298 0.1 1.3 0.5 -0.565
C 3.3941 3.2969 -0.6037 0.1 1.3 -0.5 -0.657
N 3.5420 3.9574 0.6540 -0.3 0.1 -2.3 0.323
C 3.3882 5.3832 0.8513 0.1 -0.1 1.0 -0.961
C 3.6261 3.0452 1.6080 0.0 -2.4 0.6 -0.259
Se 3.6610 3.2398 3.4278 0.0 0.5 0.5 -0.385
H 3.7992 -0.3012 1.0092 0.1 -0.3 -0.3 0.383
H 2.3498 0.3463 1.8534 1.5 -0.1 -0.1 0.193
H 3.9906 0.5389 2.6134 0.0 -0.1 -0.2 0.275
H 3.3519 1.1607 -0.8999 -0.3 -2.2 -2.3 0.563
H 3.2979 3.8148 -1.5867 0.1 -0.5 1.3 0.431
H 3.5322 5.9707 -0.0391 0.2 -0.3 -0.5 0.325
H 4.0784 5.7141 1.6290 0.0 -0.1 -0.1 0.344
H 2.3950 5.5939 1.2223 -0.4 0.0 0.1 0.325
C -2.1174 -0.1721 2.6854 1.0 0.3 1.0 -0.904
C -1.2965 0.7330 1.8243 0.9 0.5 -1.3 0.142
N -1.2980 0.7576 0.4883 -2.5 -2.2 1.3 0.398
C -0.3587 1.5683 0.0829 2.4 1.7 -2.5 -0.905
C 0.2980 2.1671 1.1125 -0.7 -1.2 1.6 0.397
N -0.3312 1.5956 2.2417 0.4 0.3 1.4 0.739
C -0.2308 2.0918 3.6584 1.3 0.2 -3.1 -0.576
N -1.5276 2.5522 4.0119 0.0 0.6 -1.2 0.830
N -2.0124 2.3374 5.2046 0.1 -0.4 1.1 -0.955
N -3.2003 2.7891 5.2610 -0.9 0.2 1.7 -0.602
C -3.5222 3.3422 4.0714 -0.4 0.1 -0.8 0.069
C -4.6996 3.9116 3.5810 0.0 0.1 0.1 -0.676
C -4.7286 4.2228 2.2372 -0.8 -0.3 2.4 -0.485
C -3.6623 4.0298 1.3943 0.3 0.1 -3.0 -0.672
C -2.5063 3.4643 1.8099 1.1 -0.3 1.2 -0.209
C -2.4654 3.1518 3.2089 1.0 0.2 -1.3 1.215
H -2.9951 -0.4050 2.1287 -0.8 -0.2 -0.2 0.385
H -2.3473 0.2695 3.6930 0.0 -0.4 -1.0 0.252
H -1.5659 -1.1189 2.8558 -0.2 0.4 -0.1 -0.450
H -0.1057 1.7078 -0.9980 -0.4 -0.1 1.1 0.116
H 1.2343 2.6523 1.2512 0.2 0.6 -0.2 -0.347
H 0.5354 2.9078 3.5882 -0.6 -0.7 0.6 0.198
H 0.0587 1.2776 4.2887 0.2 -0.2 0.6 0.330
H -5.5503 4.0947 4.2345 0.1 -0.2 -0.2 0.405
H -5.6911 4.4958 1.9468 -1.2 0.9 -1.2 0.418
H -3.7512 4.2522 0.2855 0.0 -0.2 1.5 0.321
H -1.6772 3.2536 1.1190 -0.5 0.2 0.5 0.331

=====

75
Properties=species:S:1:pos:R:3:forces:R:3:mulliken_charge:R:1 method="wB97M-V/def2-TZVPD" charge=+1 homo_lumo_gap_ev=5.80 max_force_ha_per_bohr=0.1150 total_energy_ha=-1974.27917
C -3.9748 4.4014 -0.2910 0.8 -0.9 0.3 -0.481
C -2.7855 3.6082 -0.1340 -0.3 1.9 0.2 -0.326
N -2.7003 2.3716 0.7398 -2.8 -2.9 -4.3 0.990
N -2.0180 2.5420 1.8616 -0.1 -3.8 1.5 -0.962
C -1.8817 1.4169 2.7054 -1.1 -1.5 -0.3 0.391
C -1.0438 1.6301 4.0777 0.3 1.2 -2.1 -0.483
C 0.3770 2.2558 3.5950 0.0 -0.3 -0.2 -0.476
O 1.0479 1.1831 2.8522 -0.4 1.2 0.0 -0.395
C -2.5200 -0.0096 2.4312 -1.3 3.4 -4.3 -0.482
C -3.3289 -0.0965 1.0840 2.4 3.3 2.3 -0.462
C -3.3821 1.2266 0.2205 0.8 -2.5 3.1 0.940
C -4.1571 1.1321 -1.1658 0.6 -0.3 -0.3 -0.664
C -3.1131 0.6788 -2.3127 3.2 1.7 -0.4 0.338
O -1.9789 1.2273 -2.4192 -4.5 -2.1 0.7 -0.474
H -4.8907 4.1071 -0.9136 0.7 -0.3 2.4 0.209
H -4.0338 5.4100 0.2586 0.9 -0.7 -2.5 0.276
H -1.7876 3.8921 -0.6360 -1.2 0.2 2.3 0.318
H -0.8686 0.6435 4.6189 -0.4 1.4 -0.8 0.311
H -1.6207 2.4112 4.6802 0.8 -1.3 -0.6 0.332
H 1.0278 2.5924 4.4699 -1.0 -0.6 -1.0 0.292
H 0.2459 3.1529 2.8989 -0.1 -1.2 1.1 0.294
H 1.3957 1.5405 2.0053 -0.3 -0.2 0.9 0.278
H -2.4065 -0.8948 3.1347 -0.1 1.5 -1.0 0.346
H -3.8444 -1.0594 0.7421 0.8 1.7 0.5 0.350
H -4.6322 2.1045 -1.5247 0.8 -1.2 0.7 0.023
H -4.9986 0.3408 -1.1285 1.4 1.3 0.3 0.384
H -3.4182 -0.1376 -3.0677 0.1 1.1 1.2 0.099
F 1.9516 -2.3811 6.8379 -0.1 0.0 0.1 -0.309
C 2.5567 -2.5245 5.6479 0.4 -0.1 -0.7 0.303
C 3.6923 -3.3136 5.5518 0.0 -0.1 0.2 -0.388
C 4.3160 -3.4658 4.3173 -0.3 0.2 -0.1 -0.464
C 3.8030 -2.8185 3.1952 0.0 0.1 -0.1 -0.501
C 2.6648 -2.0244 3.3046 0.2 -0.2 0.2 -0.538
C 2.0346 -1.8809 4.5372 -0.1 0.1 0.0 -0.193
H 4.0817 -3.8028 6.4371 -0.1 0.0 0.0 0.427
H 5.2010 -4.0872 4.2291 -0.1 0.1 0.0 0.436
H 4.2923 -2.9342 2.2351 -0.1 0.0 0.2 0.456
H 2.2688 -1.5175 2.4310 0.0 0.0 0.1 0.387
H 1.1426 -1.2737 4.6391 0.1 0.0 0.0 0.382
F 5.4352 -4.4706 1.1591 0.2 0.1 0.0 -0.288
C 5.0951 -5.7417 0.8849 -0.2 -0.9 -0.2 0.404
C 4.0883 -6.3500 1.6184 -0.1 0.2 0.1 -0.087
C 3.7328 -7.6640 1.3313 0.3 0.0 -0.2 -0.493
C 4.3956 -8.3578 0.3215 0.0 0.0 0.0 -0.465
C 5.4085 -7.7380 -0.4050 -0.2 0.1 0.2 -0.446
C 5.7570 -6.4206 -0.1259 0.1 0.1 -0.1 -0.472
H 3.5895 -5.7967 2.4060 0.0 0.0 0.0 0.360
H 2.9411 -8.1473 1.8938 0.1 0.1 0.0 0.355
H 4.1206 -9.3844 0.1012 0.0 0.1 0.0 0.363
H 5.9265 -8.2810 -1.1883 0.0 0.1 0.1 0.355
H 6.5370 -5.9195 -0.6871 0.0 0.0 0.1 0.411
F -5.6378 -0.0617 -4.6555 -0.1 0.1 0.4 -0.306
C -5.0300 -0.1997 -5.8477 0.5 -0.1 -1.1 0.478
C -3.8866 -0.9796 -5.9438 -0.1 0.0 0.2 -0.279
C -3.2607 -1.1262 -7.1776 -0.2 0.2 -0.1 -0.456
C -3.7781 -0.4832 -8.2989 0.0 0.0 0.0 -0.457
C -4.9228 0.3009 -8.1901 0.2 -0.2 0.2 -0.352
C -5.5558 0.4393 -6.9593 -0.2 0.1 0.1 -0.403
H -3.4927 -1.4665 -5.0587 0.0 0.0 -0.1 0.317
H -2.3707 -1.7399 -7.2651 -0.1 0.1 0.0 0.360
H -3.2866 -0.5946 -9.2600 -0.1 0.0 0.1 0.370
H -5.3221 0.8044 -9.0640 0.0 -0.1 0.1 0.361
H -6.4530 1.0388 -6.8588 0.0 0.0 0.0 0.403
F 1.7733 3.5826 0.6582 0.0 -0.4 0.2 -0.254
C 1.6895 4.8164 0.1279 -0.1 1.0 -0.4 0.272
C 2.2074 5.8947 0.8273 0.1 -0.1 0.2 -0.348
C 2.1248 7.1694 0.2762 -0.2 -0.2 -0.3 -0.415
C 1.5156 7.3520 -0.9633 0.0 0.0 0.0 -0.476
C 0.9946 6.2619 -1.6544 0.1 0.1 0.3 -0.533
C 1.0867 4.9854 -1.1088 -0.1 -0.2 0.0 -0.369
H 2.6706 5.7343 1.7941 0.0 0.0 -0.1 0.409
H 2.5338 8.0195 0.8114 0.0 -0.1 0.0 0.377
H 1.4479 8.3473 -1.3904 0.0 -0.1 0.0 0.381
H 0.5170 6.4063 -2.6178 0.1 -0.1 0.1 0.380
H 0.6945 4.1234 -1.6371 0.1 0.0 0.0 0.577